Here is 10 unconnected molecules or ions with the total composition C24H71BF4N5O9 at a distorted geometry from OMol25. Energies are from ωB97M-V with the def2-TZVPD basis set.

HOMO-LUMO gap: 8.236 eV
Charge: -1
Maximum force: 2.00 eV/Å
LUMO level: 0.097 Ha
HOMO: -5.5979 eV

Element x y z (Å)
B 0.50 -0.55 0.71
F 0.72 -1.08 -0.56
F 0.58 0.85 0.70
F -0.77 -0.90 1.22
F 1.41 -1.09 1.63
C -1.07 -4.32 1.10
C -1.36 -3.80 2.51
O -0.10 -3.44 3.12
H -1.89 -4.06 0.41
H -1.07 -5.41 1.07
H -0.21 -3.86 0.63
H -1.85 -4.52 3.15
H -1.99 -2.91 2.47
H 0.06 -2.54 2.81
C 4.40 -5.16 1.39
C 3.54 -4.00 1.81
O 2.47 -3.92 0.89
H 4.62 -5.04 0.33
H 3.90 -6.13 1.46
H 5.31 -5.26 1.99
H 4.16 -3.09 1.74
H 3.12 -3.98 2.82
H 1.84 -3.24 1.17
O -0.03 1.05 -2.40
H 0.85 1.34 -2.67
H 0.14 0.29 -1.83
O 2.89 1.24 2.22
H 3.54 0.72 1.76
H 2.04 0.93 1.86
C 3.68 0.02 -2.39
C 3.23 1.29 -1.68
C 4.31 2.00 -0.89
O 4.87 1.19 0.11
C 5.77 1.89 0.91
N 2.60 2.16 -2.71
H 4.02 -0.71 -1.66
H 4.46 0.15 -3.15
H 2.80 -0.38 -2.91
H 2.38 1.03 -1.05
H 3.79 2.82 -0.36
H 5.09 2.49 -1.49
H 6.16 1.33 1.76
H 5.29 2.82 1.25
H 6.63 2.28 0.34
H 3.24 2.32 -3.48
H 2.51 3.09 -2.28
C 0.70 -1.36 5.80
C -0.69 -0.72 5.73
C -1.24 -0.39 7.08
O -2.56 0.14 6.97
C -2.96 0.80 8.14
N -0.52 0.50 4.91
H 0.85 -1.76 4.80
H 0.81 -2.22 6.47
H 1.40 -0.57 6.07
H -1.39 -1.36 5.17
H -0.60 0.33 7.61
H -1.31 -1.28 7.71
H -2.76 0.17 9.01
H -4.03 0.97 8.07
H -2.46 1.77 8.21
H -1.36 1.07 4.99
H -0.48 0.21 3.94
C -0.19 4.17 1.35
C -0.86 4.16 -0.02
C -0.03 4.79 -1.12
O -0.68 4.69 -2.35
C -0.14 5.59 -3.29
N -1.33 2.83 -0.40
H 0.85 3.80 1.39
H -0.73 3.56 2.07
H -0.18 5.18 1.77
H -1.78 4.74 0.08
H 0.92 4.24 -1.20
H 0.23 5.81 -0.78
H -0.69 5.51 -4.23
H 0.92 5.38 -3.44
H -0.30 6.64 -3.00
H -0.65 2.10 -0.22
H -2.14 2.55 0.15
C -3.71 -1.69 -1.31
C -3.83 -0.17 -1.27
C -5.24 0.36 -1.45
O -5.34 1.71 -1.80
C -5.30 2.59 -0.70
N -3.33 0.26 0.08
H -4.32 -2.14 -0.53
H -2.67 -2.00 -1.22
H -3.97 -2.07 -2.31
H -3.15 0.33 -1.96
H -5.86 0.09 -0.58
H -5.72 -0.23 -2.24
H -5.69 2.13 0.22
H -5.89 3.48 -0.88
H -4.26 2.83 -0.44
H -3.98 -0.05 0.80
H -2.53 -0.34 0.30
C -2.06 -1.06 -6.90
C -0.59 -1.26 -6.58
C -0.42 -1.60 -5.11
O 0.93 -1.85 -4.83
C 1.17 -2.49 -3.61
N -0.08 -2.33 -7.46
H -2.31 -1.46 -7.89
H -2.37 -0.02 -6.95
H -2.77 -1.60 -6.26
H -0.04 -0.34 -6.77
H -1.08 -2.46 -4.87
H -0.79 -0.77 -4.49
H 0.69 -3.49 -3.61
H 0.80 -1.98 -2.72
H 2.24 -2.68 -3.51
H 0.88 -2.50 -7.15
H -0.61 -3.17 -7.24

Here is a molecular structure, C24H71N5O9 at a distorted geometry from OMol25. Energies are from ωB97M-V with the def2-TZVPD basis set.

Energy above the lowest of the compared OMol25 structures with the same formula, charge and spin: 746.7 kcal/mol
HOMO-LUMO gap: 7.395 eV
Charge: 0
Maximum force: 10.36 eV/Å
LUMO level: 0.019 Ha
HOMO: -6.8860 eV

Element x y z (Å)
C -2.54 -1.58 -2.28
O -2.91 -2.80 -2.80
H -1.52 -1.24 -2.48
H -3.14 -0.74 -2.64
H -2.56 -1.60 -1.19
H -2.57 -3.53 -2.28
C 3.59 2.13 -2.11
O 2.21 2.01 -1.78
H 4.07 1.20 -2.43
H 3.74 2.88 -2.88
H 4.19 2.41 -1.24
H 1.75 1.68 -2.56
C -2.83 -5.62 -0.92
O -2.94 -4.24 -1.24
H -2.18 -6.22 -1.55
H -2.40 -5.72 0.08
H -3.83 -6.06 -0.99
H -3.65 -3.92 -0.68
C 2.73 -3.47 1.08
O 3.65 -4.30 0.51
H 1.74 -3.89 1.22
H 3.14 -3.09 2.02
H 2.67 -2.70 0.31
H 3.95 -4.99 1.11
C 1.74 0.39 -0.21
C 1.22 -1.05 -0.63
C 0.01 -1.51 0.25
O 0.04 -2.89 -0.04
C -1.08 -3.59 0.50
N 0.77 -0.93 -1.99
H 2.82 0.47 -0.07
H 1.30 0.74 0.72
H 1.48 1.13 -0.97
H 2.11 -1.67 -0.69
H -0.96 -1.11 -0.07
H 0.17 -1.21 1.28
H -0.60 -4.51 0.84
H -1.89 -3.80 -0.20
H -1.45 -3.05 1.37
H 0.32 -1.81 -2.20
H 1.67 -0.92 -2.45
C 1.30 1.05 -5.35
C 1.34 0.16 -4.11
C 2.59 -0.59 -3.65
O 2.10 -1.83 -3.12
C 3.10 -2.69 -2.53
N 0.78 0.85 -2.95
H 1.36 0.49 -6.29
H 2.02 1.82 -5.60
H 0.34 1.56 -5.25
H 0.68 -0.65 -4.43
H 3.10 0.02 -2.90
H 3.14 -0.81 -4.57
H 2.81 -3.54 -1.91
H 3.75 -2.06 -1.93
H 3.70 -3.21 -3.28
H 0.56 0.19 -2.21
H -0.21 1.00 -3.09
C -2.83 1.55 0.45
C -2.23 0.58 1.51
C -2.72 -0.90 1.31
O -4.07 -0.97 1.00
C -4.63 -2.22 0.41
N -0.81 0.59 1.34
H -3.88 1.30 0.55
H -2.49 1.29 -0.55
H -2.74 2.63 0.54
H -2.58 0.96 2.47
H -2.59 -1.41 2.26
H -2.08 -1.52 0.67
H -4.17 -2.57 -0.51
H -5.69 -1.99 0.42
H -4.33 -2.95 1.16
H -0.47 1.53 1.50
H -0.57 0.35 0.39
C -0.78 2.48 4.79
C -0.42 0.97 5.05
C 1.10 0.74 4.97
O 1.83 1.11 3.80
C 1.66 0.42 2.55
N -1.06 0.53 6.25
H -0.15 3.27 5.21
H -1.75 2.83 5.16
H -0.79 2.72 3.73
H -0.94 0.43 4.26
H 1.32 -0.30 5.21
H 1.39 1.35 5.82
H 2.17 -0.55 2.55
H 2.05 1.01 1.72
H 0.61 0.25 2.32
H -0.70 0.92 7.11
H -2.00 0.85 6.05
C 0.28 1.89 -0.05
C 0.01 3.30 0.63
C 0.28 4.50 -0.44
O -0.09 5.68 0.32
C 0.61 6.84 -0.01
N -1.45 3.34 0.96
H -0.60 1.71 -0.67
H 0.32 1.20 0.79
H 1.20 1.92 -0.63
H 0.64 3.25 1.52
H -0.45 4.36 -1.24
H 1.29 4.41 -0.83
H 0.29 7.31 -0.94
H 1.68 6.66 0.04
H 0.40 7.58 0.77
H -1.99 3.59 0.14
H -1.57 4.10 1.61

Here is 9 unconnected molecules or ions with the total composition C24H72N6O9 at a distorted geometry from OMol25. Energies are from ωB97M-V with the def2-TZVPD basis set.

Energy above the lowest of the compared OMol25 structures with the same formula, charge and spin: 24.1 kcal/mol
HOMO-LUMO gap: 9.077 eV
Charge: 0
Maximum force: 2.52 eV/Å
LUMO level: 0.011 Ha
HOMO: -8.7791 eV

Element x y z (Å)
C 0.43 -1.35 -3.18
O -0.17 -2.52 -3.71
C -0.58 -2.41 -5.07
C -1.26 -3.73 -5.48
C -1.44 -3.71 -7.01
N -2.59 -3.92 -4.92
H -0.21 -0.46 -3.24
H 1.41 -1.17 -3.62
H 0.65 -1.53 -2.13
H -1.27 -1.56 -5.09
H 0.33 -2.32 -5.67
H -0.67 -4.59 -5.15
H -2.10 -2.89 -7.30
H -1.73 -4.66 -7.45
H -0.43 -3.69 -7.45
H -3.24 -3.24 -5.29
H -2.66 -3.81 -3.90
C 3.33 -0.36 -0.90
O 4.44 0.06 -1.65
C 5.63 0.00 -0.89
C 6.82 0.02 -1.78
C 6.83 -1.07 -2.82
N 8.07 0.01 -0.99
H 3.19 0.24 0.01
H 3.51 -1.39 -0.56
H 2.39 -0.34 -1.44
H 5.70 0.83 -0.18
H 5.67 -0.98 -0.39
H 6.84 0.95 -2.36
H 7.61 -0.97 -3.57
H 5.87 -0.97 -3.33
H 6.85 -2.05 -2.35
H 8.15 0.89 -0.50
H 8.81 -0.01 -1.68
C -5.32 -1.91 1.69
O -4.13 -1.68 0.94
C -3.79 -2.76 0.08
C -2.84 -2.24 -1.01
C -3.39 -1.03 -1.74
N -2.64 -3.31 -1.98
H -5.23 -2.79 2.32
H -6.24 -1.81 1.13
H -5.28 -1.13 2.46
H -3.45 -3.65 0.62
H -4.69 -3.08 -0.46
H -1.90 -1.95 -0.53
H -3.82 -0.33 -1.02
H -4.09 -1.27 -2.54
H -2.59 -0.49 -2.24
H -2.36 -4.17 -1.51
H -1.86 -3.04 -2.57
C -0.15 -2.24 4.97
O -1.56 -2.29 4.89
C -2.08 -1.89 3.63
C -1.87 -0.39 3.38
C -2.76 0.44 4.29
N -2.13 -0.09 1.99
H 0.29 -1.27 4.77
H 0.26 -2.94 4.22
H 0.30 -2.69 5.86
H -1.65 -2.50 2.82
H -3.13 -2.15 3.66
H -0.84 -0.14 3.63
H -2.49 1.49 4.22
H -2.58 0.13 5.33
H -3.81 0.25 4.06
H -2.98 -0.57 1.66
H -2.39 0.87 1.81
C -4.76 2.82 1.88
O -3.45 2.57 1.45
C -3.20 3.01 0.14
C -1.73 3.25 -0.04
C -1.14 4.29 0.91
N -1.33 3.56 -1.41
H -5.13 3.86 1.85
H -4.87 2.56 2.93
H -5.45 2.25 1.25
H -3.48 2.23 -0.59
H -3.74 3.90 -0.21
H -1.12 2.36 0.15
H -1.48 4.10 1.93
H -1.53 5.30 0.72
H -0.06 4.27 0.87
H -1.56 4.51 -1.70
H -1.78 3.05 -2.16
C 3.18 4.21 0.33
O 3.04 3.90 1.69
C 2.37 2.68 2.00
C 2.22 2.60 3.48
C 3.49 2.51 4.30
N 1.43 1.37 3.76
H 2.25 4.46 -0.19
H 3.57 3.33 -0.22
H 3.93 4.99 0.18
H 1.49 2.55 1.37
H 3.04 1.85 1.69
H 1.57 3.43 3.80
H 4.17 1.70 4.02
H 3.20 2.41 5.34
H 4.14 3.38 4.18
H 0.64 1.32 3.14
H 1.14 1.44 4.73
O 1.82 -2.14 0.72
H 1.75 -3.06 0.99
H 2.00 -1.66 1.54
O 0.58 0.38 0.35
H 1.05 -0.46 0.50
H -0.33 0.20 0.65
O 1.33 2.02 -1.59
H 1.17 1.52 -0.77
H 0.54 2.57 -1.70

Here is 9 unconnected molecules or ions with the total composition C24H72N6O9 at a distorted geometry from OMol25. Energies are from ωB97M-V with the def2-TZVPD basis set.

Energy above the lowest of the compared OMol25 structures with the same formula, charge and spin: 57.6 kcal/mol
HOMO-LUMO gap: 9.174 eV
Charge: 0
Maximum force: 2.92 eV/Å
LUMO level: 0.017 Ha
HOMO: -8.7182 eV

Element x y z (Å)
C -2.52 3.94 6.13
O -3.14 3.76 4.87
C -2.61 4.72 3.90
C -3.01 4.28 2.50
C -2.33 2.95 2.03
N -2.68 5.34 1.51
H -3.15 3.52 6.91
H -2.45 4.99 6.43
H -1.48 3.50 6.04
H -2.91 5.72 4.12
H -1.50 4.71 3.92
H -4.04 4.13 2.45
H -2.55 2.84 1.00
H -2.81 2.14 2.58
H -1.23 3.01 2.12
H -3.17 6.19 1.61
H -1.68 5.52 1.38
C -5.02 -1.14 3.53
O -4.03 -1.08 4.51
C -3.04 -0.03 4.41
C -1.87 -0.53 5.18
C -0.91 0.66 5.41
N -1.21 -1.61 4.51
H -5.37 -2.14 3.52
H -4.59 -0.93 2.53
H -5.89 -0.49 3.62
H -2.63 0.17 3.42
H -3.48 0.83 4.87
H -2.09 -0.92 6.16
H -1.63 1.36 5.81
H -0.45 1.08 4.52
H 0.00 0.46 6.01
H -1.91 -2.28 4.38
H -0.70 -1.33 3.68
C 2.53 -6.03 -4.22
O 2.56 -4.62 -4.49
C 2.26 -4.23 -5.86
C 1.95 -2.79 -5.97
C 1.79 -2.46 -7.45
N 2.96 -2.01 -5.31
H 3.00 -6.28 -3.25
H 3.05 -6.60 -4.99
H 1.56 -6.41 -4.27
H 3.19 -4.33 -6.42
H 1.48 -4.89 -6.25
H 1.00 -2.62 -5.48
H 1.26 -3.27 -8.00
H 2.78 -2.17 -7.88
H 1.14 -1.61 -7.61
H 2.59 -1.82 -4.37
H 3.29 -1.17 -5.82
C 0.44 -2.76 -2.51
O 0.08 -2.33 -1.17
C 0.52 -0.99 -1.01
C 0.37 -0.50 0.41
C -1.09 -0.41 0.82
N 0.90 0.84 0.55
H 0.04 -3.78 -2.72
H 1.64 -2.79 -2.64
H 0.09 -2.06 -3.30
H 1.57 -0.99 -1.19
H 0.01 -0.39 -1.74
H 0.86 -1.31 1.00
H -1.14 0.05 1.85
H -1.63 -1.40 0.83
H -1.53 0.30 0.07
H 1.93 0.83 0.73
H 0.66 1.44 -0.22
C -0.06 2.31 -4.85
O -1.25 2.71 -4.14
C -2.01 1.58 -3.68
C -3.06 1.85 -2.66
C -3.87 0.62 -2.38
N -3.97 2.79 -3.22
H 0.52 1.62 -4.26
H 0.53 3.16 -5.09
H -0.44 1.86 -5.79
H -2.47 1.14 -4.64
H -1.35 0.80 -3.31
H -2.63 2.13 -1.67
H -4.29 0.30 -3.32
H -4.64 0.84 -1.58
H -3.27 -0.12 -1.87
H -3.59 3.68 -3.50
H -4.78 2.90 -2.66
C 2.69 -0.30 4.19
O 2.95 -1.22 3.12
C 4.21 -0.98 2.46
C 4.49 -2.08 1.46
C 5.80 -1.73 0.71
N 3.41 -2.02 0.45
H 2.36 0.61 3.71
H 3.61 -0.04 4.83
H 1.90 -0.67 4.78
H 4.06 -0.11 1.84
H 5.11 -1.05 3.12
H 4.50 -3.02 2.03
H 5.79 -0.69 0.38
H 5.96 -2.38 -0.14
H 6.70 -1.83 1.35
H 2.65 -2.47 0.89
H 3.68 -2.50 -0.43
O 1.59 2.61 3.14
H 0.86 2.96 3.69
H 1.09 2.30 2.37
O 4.45 -3.33 -2.48
H 4.09 -3.79 -3.29
H 5.07 -2.80 -2.95
O -0.12 3.24 -1.20
H -0.85 3.51 -1.85
H 0.55 3.89 -1.29